Record 1
# C39H37F5N12SSeSr

A structure of composition C39H37F5N12SSeSr in a non-equilibrium geometry (wB97M-V/def2-TZVPD, the OMol25 dataset).

Energy relative to the best compared isomer or geometry (same formula, charge and spin) ... 34.8 kcal/mol
Orbital gap ... 5.841 eV

Geometry as ORCA input:
```
! RIJCOSX wB97M-V def2-TZVPD def2/J DEFGRID3
* xyz 2 1
Sr 1.274 0.448 0.078
C 5.084 -0.807 -2.062
C 3.652 -0.585 -1.678
N 3.077 0.557 -1.570
N 3.757 1.691 -1.861
C 3.176 2.922 -1.785
N 3.962 3.930 -2.191
S 1.637 3.223 -1.223
C 2.837 -1.810 -1.424
C 3.425 -3.065 -1.577
C 2.680 -4.200 -1.312
C 1.363 -4.058 -0.913
C 0.846 -2.778 -0.818
N 1.547 -1.680 -1.080
H 5.655 0.102 -2.231
H 5.149 -1.408 -2.969
H 5.581 -1.350 -1.256
H 4.703 1.618 -2.210
H 4.840 3.788 -2.665
H 3.577 4.859 -2.181
H 4.457 -3.166 -1.866
H 3.125 -5.179 -1.415
H 0.743 -4.917 -0.701
H -0.192 -2.629 -0.537
C -4.430 2.152 1.778
C -3.756 1.173 1.059
C -2.370 1.167 1.034
C -1.657 2.142 1.728
C -2.335 3.127 2.452
C -3.719 3.123 2.471
N -0.242 2.089 1.650
N 0.328 2.894 2.411
C 1.732 2.926 2.413
C 2.275 3.893 3.256
C 3.654 4.018 3.317
C 4.421 3.166 2.541
C 3.780 2.225 1.749
N 2.462 2.097 1.666
H -5.511 2.170 1.789
H -4.310 0.430 0.501
H -1.836 0.421 0.461
H -1.776 3.886 2.976
H -4.249 3.889 3.020
H 1.613 4.521 3.832
H 4.115 4.757 3.958
H 5.501 3.208 2.555
H 4.360 1.518 1.168
N -2.365 -2.755 4.758
C -1.121 -2.629 3.911
C -1.195 -1.378 3.031
N 0.053 -1.073 2.361
H -2.371 -3.633 5.284
H -3.212 -2.725 4.183
H -2.423 -1.987 5.434
H -1.048 -3.545 3.326
H -0.279 -2.585 4.600
H -1.460 -0.518 3.653
H -1.992 -1.480 2.287
H 0.422 -1.892 1.881
H 0.796 -0.841 3.021
N -4.937 1.862 -4.808
C -6.065 1.432 -5.471
C -7.014 2.099 -6.239
C -8.033 1.329 -6.757
C -8.110 -0.055 -6.525
C -7.169 -0.712 -5.766
C -6.126 0.048 -5.232
N -5.060 -0.340 -4.455
C -4.379 0.752 -4.228
C -3.162 0.767 -3.430
C -2.522 1.928 -3.002
C -1.383 1.825 -2.222
N -0.841 0.665 -1.845
C -1.450 -0.445 -2.283
C -2.592 -0.451 -3.054
H -4.564 2.795 -4.818
H -6.960 3.163 -6.423
H -8.795 1.801 -7.362
H -8.931 -0.610 -6.957
H -7.221 -1.776 -5.587
H -2.897 2.912 -3.246
H -0.890 2.724 -1.875
H -0.986 -1.384 -2.014
H -3.047 -1.375 -3.379
F 5.733 -4.907 5.787
C 5.197 -4.084 4.892
C 3.877 -3.672 5.016
F 3.124 -4.102 6.033
C 3.338 -2.820 4.072
F 2.037 -2.454 4.229
C 4.052 -2.348 2.985
Se 3.319 -1.209 1.685
C 5.370 -2.782 2.883
F 6.119 -2.380 1.846
C 5.945 -3.630 3.813
F 7.210 -4.019 3.667
*
```

Record 2
# C39H37IrN12O6S2

A structure of composition C39H37IrN12O6S2 in a non-equilibrium geometry (wB97M-V/def2-TZVPD, the OMol25 dataset).

Energy relative to the best compared isomer or geometry (same formula, charge and spin) ... 10.0 kcal/mol
Orbital gap (spin up / spin down) ... 7.915 / 5.160 eV

Geometry as ORCA input:
```
! RIJCOSX wB97M-V def2-TZVPD def2/J DEFGRID3
* xyz 1 2
Ir 0.246 1.417 -0.008
N 2.473 5.150 -0.151
C 1.981 3.904 0.063
S 0.569 3.450 -0.902
N 2.572 3.099 0.870
N 1.946 1.871 1.018
C 2.474 1.108 1.920
C 2.085 -0.219 2.279
C 2.650 -0.780 3.438
C 2.266 -2.026 3.871
C 1.288 -2.723 3.155
C 0.719 -2.194 2.015
C 1.138 -0.954 1.535
O 0.707 -0.529 0.350
H 1.846 5.830 -0.548
H 3.084 5.502 0.570
H 3.302 1.562 2.457
H 3.389 -0.212 3.991
H 2.708 -2.460 4.756
H 0.967 -3.699 3.499
H -0.057 -2.722 1.478
C 4.630 -0.707 -2.560
N 3.319 -0.065 -2.495
C 2.781 0.533 -1.443
N 1.495 0.767 -1.678
C 1.312 0.276 -2.936
N 2.391 -0.246 -3.456
C 4.704 -1.900 -1.628
C 5.923 -2.277 -1.079
C 5.997 -3.369 -0.223
C 4.859 -4.088 0.098
C 3.637 -3.712 -0.453
C 3.563 -2.624 -1.315
C 2.423 -4.453 -0.124
N 2.268 -5.454 0.670
N 0.916 -5.771 0.643
C 0.365 -4.940 -0.172
O 1.259 -4.076 -0.708
C -1.045 -4.791 -0.523
C -1.980 -5.734 -0.099
C -3.316 -5.549 -0.403
C -3.730 -4.427 -1.112
C -2.801 -3.488 -1.534
C -3.226 -2.238 -2.270
N -2.782 -1.047 -1.549
C -1.677 -0.342 -1.734
N -1.527 0.517 -0.737
C -2.618 0.275 0.054
N -3.391 -0.669 -0.407
C -1.457 -3.678 -1.242
H 5.387 0.032 -2.302
H 4.771 -0.990 -3.602
H 3.324 0.757 -0.543
H 0.407 0.376 -3.507
H 6.820 -1.715 -1.312
H 6.950 -3.653 0.202
H 4.902 -4.935 0.770
H 2.600 -2.351 -1.728
H -1.647 -6.595 0.464
H -4.046 -6.278 -0.078
H -4.782 -4.279 -1.326
H -4.308 -2.180 -2.369
H -2.785 -2.190 -3.266
H -1.032 -0.499 -2.575
H -2.829 0.804 0.961
H -0.717 -2.948 -1.550
O -1.095 0.163 2.593
C -1.203 1.375 2.631
N -0.771 2.220 1.618
S -1.014 3.833 2.009
O -1.833 4.473 1.025
O 0.230 4.465 2.350
C -1.900 3.478 3.481
C -2.499 4.381 4.335
C -3.091 3.858 5.478
C -3.068 2.489 5.741
C -2.459 1.602 4.864
C -1.874 2.123 3.723
H -2.510 5.442 4.127
H -3.579 4.525 6.176
H -3.535 2.116 6.642
H -2.437 0.537 5.051
C -4.016 3.402 -1.074
C -3.514 3.014 -2.441
O -2.090 2.973 -2.448
C -1.560 2.674 -3.726
C -1.759 3.763 -4.766
H -5.105 3.468 -1.095
H -3.612 4.368 -0.780
H -3.733 2.676 -0.314
H -3.874 3.740 -3.175
H -3.895 2.027 -2.746
H -1.982 1.722 -4.089
H -0.488 2.528 -3.567
H -2.798 3.860 -5.075
H -1.172 3.531 -5.655
H -1.421 4.722 -4.371
*
```